15
Properties=species:S:1:pos:R:3:mulliken_charge:R:1 method="wB97M-V/def2-TZVPD" e_tot_ha=-610.72689 e_homo_ev=-8.8 smiles=S[C@@H]1CCNC1 largest_force_ev_per_a=1.79 gap_ev=9.842
H 2.109 1.166 0.497 0.2950
H -0.097 1.949 0.878 0.2831
H -0.526 1.737 -0.820 0.3342
N 1.273 -0.738 0.262 -0.4326
H -0.408 -2.123 0.310 0.3993
C -0.096 -1.128 -0.020 -0.9551
H 1.965 -1.372 -0.099 0.2424
C -0.071 1.251 0.044 -0.6307
H -0.838 0.006 1.624 0.3626
H -0.296 -1.126 -1.123 0.3646
C 1.350 0.664 -0.164 -0.5507
H -2.481 -1.046 -0.751 0.1272
H 1.656 0.694 -1.187 0.3120
C -0.902 0.000 0.551 0.0890
S -2.639 0.066 -0.002 -0.2404